{
  "formula": "C50H69AsN3O5P2Si2TeZr",
  "method": "ωB97M-V/def2-TZVPD",
  "species": ["H", "H", "H", "H", "H", "C", "H", "H", "H", "C", "H", "C", "C", "H", "H", "H", "C", "C", "C", "C", "H", "C", "N", "H", "C", "H", "O", "C", "Si", "H", "C", "C", "C", "C", "H", "H", "H", "H", "C", "H", "As", "H", "C", "H", "H", "H", "C", "H", "C", "C", "C", "H", "H", "N", "Zr", "H", "C", "H", "H", "C", "C", "C", "H", "H", "C", "H", "H", "H", "P", "O", "H", "H", "H", "C", "C", "H", "H", "Te", "C", "C", "H", "C", "C", "H", "C", "H", "H", "H", "C", "H", "C", "H", "H", "C", "C", "H", "C", "C", "Si", "O", "C", "C", "P", "O", "H", "C", "H", "C", "C", "H", "C", "H", "H", "H", "H", "H", "O", "H", "H", "C", "H", "C", "C", "H", "H", "C", "H", "H", "H", "H", "C", "N", "H", "H"],
  "positions_angstrom": [[-3.40942, -0.29543, 1.96339], [3.22571, 2.92843, -0.27696], [-2.26322, -3.31872, 5.42055], [-2.38471, -0.09240, -4.36204], [4.06693, -6.46650, 2.35812], [-1.72097, -3.62735, -1.64331], [2.22554, -7.46740, 1.05669], [2.69373, 2.69899, 3.23720], [-6.89287, 1.82141, -1.47424], [6.75190, -1.30643, -0.00071], [-2.55439, -2.36503, 1.39563], [0.08660, -2.26539, 3.22078], [3.07309, 2.52520, -2.40371], [4.49589, 1.88768, -0.90885], [1.99275, -0.49663, 6.02367], [3.51004, 1.82038, -3.11584], [2.73173, 2.31264, 4.24904], [0.30956, -0.98246, 3.72288], [2.27474, 1.02208, 4.51964], [1.45833, -5.58331, 0.38246], [-3.24611, 1.58109, -6.70232], [4.29441, -1.52964, -1.28035], [-0.99938, -1.56492, -0.60356], [0.88994, 5.16827, -2.78297], [-2.40831, -4.82695, -1.57170], [-3.94669, 1.13391, 2.86862], [1.35279, 0.97451, 1.97354], [1.61514, -4.20742, 0.41062], [-5.18956, 0.17448, -2.27409], [-2.40130, 3.83507, -4.98129], [-1.46178, 0.43749, -4.11803], [-2.18918, 1.42918, -6.92939], [0.32500, 5.58889, -0.75634], [3.43253, 2.12241, -0.97812], [-0.65502, -0.29096, -4.07288], [7.57829, -1.09464, -1.96624], [-3.79871, 1.77439, -3.64006], [1.23997, 2.42411, -6.21993], [-3.09612, 0.49411, 2.64012], [5.67089, -1.53574, 1.83097], [-1.69343, 1.60625, 1.84041], [3.17994, -1.82152, 3.48010], [3.23605, 3.09061, 5.27744], [3.58907, 4.09271, 5.07466], [0.93607, -3.56477, -0.13606], [-0.23189, 0.43468, 5.25767], [-2.94371, 2.75387, 0.83523], [0.16892, 6.64773, -0.91455], [-3.83067, 1.51106, -2.58077], [-2.51653, -3.05830, 0.56866], [-0.41212, -0.54836, 4.84009], [7.71254, -1.25209, 0.49332], [1.38037, 3.02240, -3.62699], [-0.76332, -0.98325, -1.76123], [0.45466, 0.48514, 0.20569], [-1.54279, 3.84991, 3.09859], [-4.83997, -0.59036, -0.57850], [-5.09720, -0.71233, -4.60890], [-4.07764, -1.68268, -3.52825], [0.19888, 5.03117, 0.50734], [-1.54943, -2.66271, 4.94006], [6.67653, -1.22763, -1.38414], [3.94954, -0.44745, 2.67626], [3.51714, 3.50224, -2.60207], [1.55004, 2.57725, -2.64804], [2.89819, 0.25130, -1.10343], [1.15965, 1.56778, -2.66143], [-0.70097, 4.23189, -5.10368], [1.67731, 0.04191, 3.15069], [2.67012, 0.98563, -0.51577], [-3.79846, -0.43848, -0.28876], [5.40083, -1.32524, -3.10574], [-1.93653, 2.08909, -7.76212], [5.59746, -1.46845, 0.75156], [-5.02179, -1.13707, -3.60571], [-1.33037, 3.47763, -3.62819], [-1.14502, -3.37029, -2.52203], [-1.79101, 1.03338, -2.09300], [2.34008, 0.50847, 5.81610], [4.36261, -1.55511, 0.11500], [-7.64670, 0.35737, -2.09866], [-1.77501, -2.74740, -0.56338], [3.29136, 2.58283, 6.56897], [3.34185, -1.70266, -1.77841], [-6.83436, 1.06891, -2.26235], [-2.41779, 3.47090, 0.20421], [-2.18369, 2.57605, 4.14429], [-5.82965, -1.86483, -3.50365], [2.34256, -6.39241, 1.08435], [0.31462, 3.22551, 1.62784], [3.38013, -5.82935, 1.81773], [-3.57140, 3.29841, 1.53882], [1.31685, 1.05305, -5.10182], [0.71143, 4.76313, -1.79615], [2.84793, 1.29341, 6.83707], [4.36332, -4.02445, 2.41968], [2.65511, -3.64385, 1.15236], [-1.43370, 2.80694, 3.39096], [-1.07467, 1.77465, -5.46355], [-1.09298, -0.66184, 0.44507], [3.54513, -4.45519, 1.85298], [0.89692, 3.40162, -1.58232], [2.85355, -1.86803, 1.04330], [0.40354, -0.17557, -1.66046], [-3.65041, -6.10607, -0.37723], [-0.84065, -3.09559, 3.82767], [0.80231, 0.81576, -6.76261], [5.44845, -1.34793, -2.02485], [-3.19877, -4.26336, 0.62473], [-7.02770, 1.56603, -3.21497], [-1.33383, -1.38745, 5.44413], [0.65051, -6.01703, -0.19205], [-2.73858, 0.03425, 3.55600], [-5.48174, -0.15880, 0.19174], [-4.06952, 2.42080, -2.02589], [3.68324, 3.19370, 7.37106], [1.62250, -1.27289, 0.36811], [-0.44405, 2.67208, 3.83277], [-1.87081, -1.05395, 6.32262], [0.36265, 3.67040, 0.64357], [-0.99721, -4.09411, 3.44073], [-1.39989, 3.48675, -4.71920], [0.74233, 1.50154, -5.91454], [-3.59064, 2.13084, 0.21893], [-5.02172, -1.66647, -0.58611], [-3.13722, -5.15592, -0.43597], [-3.79243, -4.50342, 1.49728], [0.63709, -2.64656, 2.37548], [-2.37489, -5.51386, -2.40679], [2.89733, 0.90119, 7.84371], [3.05665, -1.07631, 2.69099], [0.63539, 2.83459, -0.37984], [-0.01765, 5.63793, 1.37546], [-2.06599, 0.40323, -7.28234]],
  "atomic_forces_ev_per_a": [[-0.012, 0.031, -0.113], [-0.033, -0.051, 0.041], [0.028, -0.019, 0.008], [-0.017, -0.036, 0.138], [-0.003, 0.005, 0.004], [0.105, 0.140, -0.056], [0.012, -0.002, 0.016], [-0.014, 0.035, 0.032], [0.076, -0.018, 0.026], [0.065, -0.024, -0.034], [0.010, 0.030, 0.036], [-0.043, -0.011, 0.075], [-0.168, -0.196, 0.135], [-0.036, -0.098, 0.067], [0.032, 0.027, 0.063], [0.025, 0.029, -0.007], [-0.025, -0.013, -0.076], [0.389, 0.204, 0.137], [-0.097, -0.001, -0.245], [0.040, -0.018, 0.007], [0.007, 0.018, 0.054], [-0.127, -0.134, 0.008], [0.091, -0.069, -0.203], [0.026, -0.019, -0.009], [-0.054, -0.023, 0.014], [0.040, 0.063, -0.021], [0.618, -0.080, 0.972], [-0.027, 0.088, 0.035], [0.077, -0.048, 0.208], [-0.015, -0.019, 0.036], [0.224, 0.391, -0.212], [0.174, 0.059, 0.186], [0.035, -0.036, 0.003], [0.082, 0.421, -0.109], [0.013, -0.029, 0.004], [0.002, -0.008, -0.001], [0.121, -0.010, -0.012], [-0.025, 0.013, 0.000], [0.287, -0.257, -0.149], [0.055, 0.027, -0.016], [-1.493, 0.800, 0.692], [-0.038, -0.004, 0.006], [0.044, 0.049, 0.040], [-0.001, -0.005, -0.001], [-0.031, -0.047, -0.013], [-0.041, -0.030, 0.001], [0.234, -0.053, -0.091], [0.011, 0.000, -0.017], [-0.157, -0.293, 0.305], [0.056, 0.150, 0.062], [-0.055, 0.088, -0.019], [-0.007, 0.031, 0.004], [-0.111, -0.005, 0.015], [0.045, -0.542, -0.296], [2.415, 3.214, 0.917], [-0.006, -0.025, -0.081], [-0.148, 0.117, -0.248], [0.012, -0.003, -0.009], [0.013, -0.001, 0.028], [0.016, 0.002, 0.042], [0.019, 0.067, -0.027], [-0.016, -0.007, 0.062], [-0.020, 0.032, -0.022], [0.062, -0.014, 0.008], [0.174, 0.116, 0.076], [0.146, -0.183, 0.084], [-0.097, -0.113, -0.081], [0.029, -0.014, 0.013], [0.308, -0.442, 1.050], [-0.055, -0.108, -0.440], [0.071, -0.056, 0.094], [-0.023, -0.012, 0.007], [0.005, 0.015, 0.008], [-0.076, 0.086, 0.042], [-0.095, 0.259, 0.123], [0.070, 0.111, 0.025], [0.022, -0.034, 0.018], [-1.578, 0.497, -1.689], [0.085, -0.090, -0.031], [-0.167, -0.056, 0.110], [0.009, -0.010, 0.005], [-0.369, -0.256, 0.053], [-0.020, 0.000, -0.033], [0.036, 0.066, -0.031], [0.187, -0.166, -0.215], [0.001, -0.025, 0.004], [-0.050, -0.031, -0.047], [0.021, -0.023, 0.006], [-0.069, 0.034, -0.038], [-0.048, -0.013, -0.049], [0.076, -0.031, 0.050], [0.027, -0.040, 0.073], [-0.020, 0.037, 0.028], [-0.041, -0.005, 0.056], [0.018, -0.035, 0.024], [0.024, -0.033, -0.002], [-0.227, 0.235, -0.068], [0.384, -0.188, -0.126], [0.096, -0.031, 0.103], [-1.469, -1.844, -0.417], [0.011, 0.104, 0.043], [-0.035, 0.000, -0.008], [0.697, -0.330, 0.290], [-0.503, -1.230, -1.311], [-0.044, 0.029, -0.024], [-0.077, -0.084, -0.069], [-0.009, -0.009, 0.009], [0.003, -0.002, -0.052], [-0.012, -0.067, -0.046], [-0.011, 0.001, 0.001], [-0.081, 0.053, 0.044], [0.009, -0.025, 0.008], [0.093, 0.001, 0.069], [0.037, 0.061, 0.024], [0.060, -0.016, 0.084], [0.002, -0.002, 0.000], [0.080, -0.159, 0.261], [-0.016, 0.004, 0.001], [-0.006, 0.019, -0.023], [0.071, 0.094, -0.016], [0.007, 0.006, -0.027], [-0.036, -0.261, -0.214], [-0.268, 0.052, -0.022], [0.001, -0.064, -0.002], [0.013, -0.011, -0.021], [-0.014, -0.006, 0.028], [0.048, 0.005, 0.021], [0.024, -0.016, -0.094], [0.033, 0.021, -0.010], [0.000, -0.002, -0.004], [-0.259, -0.045, -0.353], [0.056, 0.392, 0.225], [-0.016, -0.009, -0.001], [0.021, -0.005, 0.014]],
  "mulliken_charge": [-0.12, 0.39, 0.47, 0.78, 0.46, -0.11, 0.46, 0.28, 0.36, -0.82, 0.49, -0.28, -1.24, 0.42, 0.54, 0.42, -0.57, 1.13, 0.76, -0.98, 0.36, -0.67, 1.27, 0.62, -1.01, 0.61, -0.52, -0.24, -0.04, 0.43, -1.09, -1.18, -1.01, -0.89, 0.71, 0.46, 0.74, 0.38, -0.87, 0.38, 1.52, 0.67, -0.85, 0.48, 0.25, 0.53, -1.06, 0.54, -0.93, -0.25, -0.35, 0.47, 0.59, -1.19, -0.49, 0.51, -0.31, 0.38, 0.26, -1.20, -0.75, -0.71, 0.73, 0.61, 1.08, -0.47, -1.07, 0.44, 1.19, 0.73, -0.54, 0.52, 0.35, -0.91, -1.01, -0.06, 0.55, -0.41, -0.60, 1.18, 0.35, 0.17, -0.64, 0.46, -1.12, 0.31, 0.50, 0.40, -0.66, 0.49, -0.82, 0.59, 0.16, -0.55, -0.84, 0.45, 1.10, -1.35, 0.35, 0.77, -0.79, -0.15, 1.54, -0.33, 0.50, -0.60, 0.42, -0.92, -1.32, 0.35, -1.11, 0.56, 0.15, 0.55, 0.67, 0.43, 0.11, 0.21, 0.50, -0.88, 0.60, -0.69, -1.03, -0.18, 0.50, -0.78, 0.55, -0.17, 0.52, 0.47, -1.34, 1.89, 0.58, 0.37],
  "homo_lumo_gap_ha": 0.2429,
  "energy_ev": -171405.382,
  "e_homo_ev": -14.6,
  "relative_energy_ev": 2.1699,
  "charge": 3,
  "spin_multiplicity": 1
}